(1)
{
  "formula": "C5H12O2",
  "method": "the ωB97M-V functional and the def2-TZVPD basis",
  "smiles": "C1CCOC1.CO",
  "total_energy_ha": -348.1382,
  "homo_energy_ev": -10.01,
  "homo_lumo_gap_ev": 10.97,
  "molar_mass_g_mol": 104.149,
  "species": ["C", "C", "C", "O", "C", "H", "H", "H", "H", "H", "H", "H", "H", "C", "O", "H", "H", "H", "H"],
  "coordinates": [[0.952, 0.453, -0.366], [-0.126, -0.644, -0.675], [0.557, -1.912, -0.168], [1.934, -1.699, -0.392], [2.164, -0.391, 0.083], [1.167, 1.022, -1.273], [0.759, 1.219, 0.401], [-0.272, -0.682, -1.757], [-1.116, -0.564, -0.223], [0.252, -2.826, -0.680], [0.362, -2.029, 0.914], [2.225, -0.404, 1.184], [3.119, -0.040, -0.315], [-2.283, 1.576, 0.405], [-1.548, 0.887, 1.396], [-3.119, 0.957, 0.052], [-1.679, 1.843, -0.476], [-2.681, 2.494, 0.847], [-0.666, 0.742, 1.043]],
  "forces_ev_per_a": [[0.075, -0.026, -0.144], [0.095, -0.045, -0.113], [-0.205, -0.132, -0.021], [0.163, -0.138, 0.032], [0.158, 0.242, 0.079], [0.040, -0.141, 0.043], [-0.184, -0.291, -0.181], [0.092, -0.113, 0.076], [0.292, 0.239, -0.075], [0.049, 0.114, 0.021], [0.048, -0.020, -0.179], [0.001, 0.012, -0.166], [-0.113, -0.043, 0.030], [-0.288, 0.218, -0.176], [-0.034, 0.134, 0.277], [0.088, 0.114, 0.084], [-0.057, -0.050, 0.287], [-0.037, -0.059, -0.171], [-0.184, -0.014, 0.296]],
  "nbo_charge": [-0.45, -0.45, -0.07, -0.52, -0.07, 0.22, 0.20, 0.21, 0.23, 0.20, 0.16, 0.16, 0.20, -0.26, -0.74, 0.17, 0.17, 0.18, 0.48]
}


(2)
{
  "formula": "CH3NO3S",
  "method": "the ωB97M-V functional and the def2-TZVPD basis",
  "total_energy_ha": -718.4578,
  "homo_energy_ev": -9.61,
  "homo_lumo_gap_ev": 9.89,
  "molar_mass_g_mol": 109.106,
  "species": ["C", "N", "O", "O", "O", "S", "H", "H", "H"],
  "coordinates": [[-0.597, 0.766, 0.802], [0.236, -0.164, 0.394], [2.315, 1.473, -0.500], [2.509, -1.013, 0.023], [-1.858, 0.372, 0.716], [2.021, 0.195, 0.599], [1.760, 2.230, -0.337], [-0.169, -1.169, 0.387], [-1.787, -0.561, 0.238]],
  "forces_ev_per_a": [[-0.346, 1.044, 0.041], [0.283, -0.426, 0.436], [-0.051, -2.661, 0.508], [1.185, -0.341, -0.554], [0.773, -2.286, -1.191], [-1.585, 0.886, -0.447], [-0.671, 0.603, 0.473], [1.567, 1.258, -0.399], [-1.155, 1.923, 1.133]],
  "nbo_charge": [0.31, -0.87, -0.89, -0.90, -0.64, 1.70, 0.50, 0.37, 0.42]
}


(3)
{
  "formula": "C40H38GeN8OScSi",
  "method": "the ωB97M-V functional and the def2-TZVPD basis",
  "charge": 3,
  "total_energy_ha": -5186.6239,
  "homo_energy_ev": -15.06,
  "homo_lumo_gap_ev": 5.17,
  "molar_mass_g_mol": 792.451,
  "species": ["Sc", "C", "N", "C", "N", "C", "N", "C", "C", "C", "C", "C", "C", "C", "N", "N", "C", "O", "C", "C", "C", "C", "C", "C", "N", "C", "N", "C", "N", "C", "H", "H", "H", "H", "H", "H", "H", "H", "H", "H", "H", "H", "H", "H", "H", "H", "C", "Si", "C", "C", "C", "C", "C", "C", "C", "H", "H", "H", "H", "H", "H", "H", "H", "H", "H", "H", "Ge", "C", "C", "C", "C", "C", "C", "C", "C", "C", "C", "C", "C", "H", "H", "H", "H", "H", "H", "H", "H", "H", "H", "H"],
  "coordinates": [[1.465, 0.275, 0.274], [-1.150, -3.297, -3.330], [-0.426, -2.664, -2.216], [-0.105, -1.400, -2.038], [0.417, -1.243, -0.805], [0.398, -2.532, -0.302], [-0.110, -3.393, -1.125], [-2.604, -2.878, -3.386], [-3.379, -3.390, -4.424], [-4.737, -3.121, -4.479], [-5.333, -2.323, -3.513], [-4.555, -1.789, -2.495], [-3.193, -2.077, -2.423], [-5.170, -0.915, -1.497], [-6.390, -0.884, -1.098], [-6.480, 0.159, -0.185], [-5.310, 0.677, -0.108], [-4.400, 0.044, -0.904], [-4.883, 1.860, 0.640], [-5.606, 2.294, 1.748], [-5.218, 3.454, 2.402], [-4.113, 4.174, 1.964], [-3.396, 3.743, 0.854], [-2.207, 4.542, 0.366], [-1.154, 3.626, -0.099], [-0.314, 2.942, 0.647], [0.335, 2.051, -0.113], [-0.172, 2.299, -1.370], [-1.081, 3.224, -1.387], [-3.786, 2.587, 0.191], [-1.058, -4.364, -3.133], [-0.617, -3.071, -4.254], [-0.299, -0.628, -2.766], [0.780, -2.818, 0.667], [-2.925, -4.017, -5.182], [-5.334, -3.531, -5.282], [-6.390, -2.100, -3.549], [-2.630, -1.682, -1.586], [-6.472, 1.734, 2.073], [-5.784, 3.804, 3.255], [-3.825, 5.083, 2.479], [-1.783, 5.136, 1.175], [-2.427, 5.207, -0.469], [-0.190, 3.083, 1.706], [0.156, 1.795, -2.266], [-3.274, 2.259, -0.705], [3.652, 0.308, 4.082], [2.424, -0.523, 2.960], [2.191, -2.354, 3.245], [0.806, 0.444, 2.820], [0.628, 1.568, 3.653], [-0.645, 2.062, 3.903], [-1.761, 1.512, 3.272], [-1.610, 0.450, 2.390], [-0.340, -0.085, 2.201], [3.232, 0.390, 5.088], [3.925, 1.311, 3.748], [4.557, -0.293, 4.158], [2.372, -2.569, 4.301], [2.890, -2.960, 2.665], [1.174, -2.693, 3.033], [1.474, 2.011, 4.162], [-0.772, 2.879, 4.601], [-2.748, 1.912, 3.470], [-2.471, 0.017, 1.898], [-0.279, -1.025, 1.651], [3.962, -0.590, 0.864], [3.910, 1.063, -0.264], [3.067, 1.382, -1.323], [3.268, 2.467, -2.170], [4.362, 3.281, -1.932], [5.213, 3.010, -0.861], [4.991, 1.929, -0.024], [4.232, -2.215, -0.136], [5.224, -3.063, 0.367], [5.562, -4.224, -0.314], [4.917, -4.545, -1.499], [3.936, -3.704, -2.010], [3.596, -2.545, -1.333], [5.060, -0.458, 1.901], [2.256, 0.709, -1.662], [2.598, 2.665, -2.995], [4.560, 4.128, -2.575], [6.067, 3.651, -0.685], [5.680, 1.745, 0.790], [5.747, -2.826, 1.287], [6.336, -4.870, 0.078], [5.187, -5.446, -2.033], [3.450, -3.950, -2.945], [2.854, -1.888, -1.779]],
  "forces_ev_per_a": [[-0.320, 1.101, 0.535], [0.017, 0.007, 0.034], [0.075, 0.039, -0.017], [-0.192, 0.047, 0.064], [0.286, -0.288, -0.284], [0.038, -0.010, 0.017], [-0.052, -0.038, 0.055], [-0.017, -0.062, -0.001], [-0.003, -0.017, 0.022], [0.014, 0.019, 0.026], [0.010, 0.010, -0.013], [-0.014, -0.010, 0.019], [-0.007, 0.013, -0.023], [0.033, 0.012, -0.035], [-0.002, 0.044, 0.073], [-0.004, -0.063, -0.039], [0.040, 0.018, 0.000], [-0.059, 0.012, -0.011], [0.016, -0.003, -0.022], [-0.010, 0.021, 0.006], [-0.010, -0.020, -0.014], [0.018, 0.001, 0.005], [-0.020, 0.049, 0.015], [0.046, -0.037, 0.063], [0.093, 0.016, 0.024], [-0.005, -0.088, 0.063], [-0.019, 0.223, -0.205], [-0.046, -0.087, -0.042], [0.047, 0.092, -0.035], [-0.015, -0.014, 0.029], [0.002, -0.004, -0.063], [-0.032, 0.045, -0.001], [0.026, 0.004, -0.005], [0.013, 0.007, 0.002], [-0.007, -0.004, -0.006], [0.002, -0.004, -0.005], [-0.004, -0.003, 0.000], [-0.005, 0.000, 0.007], [-0.002, -0.006, 0.002], [0.001, 0.004, 0.004], [-0.002, 0.007, 0.000], [-0.005, 0.052, -0.041], [-0.076, -0.054, -0.017], [-0.006, 0.001, 0.004], [-0.044, 0.006, -0.016], [0.005, 0.001, -0.005], [-0.272, 0.097, -0.002], [0.376, -0.425, -0.066], [-0.143, 0.130, 0.095], [0.027, 0.068, -0.003], [-0.016, -0.034, -0.022], [-0.019, 0.004, 0.004], [0.000, 0.031, -0.003], [0.069, 0.056, 0.043], [-0.037, -0.336, -0.028], [-0.031, -0.007, -0.005], [0.038, -0.016, -0.006], [-0.003, -0.020, -0.027], [0.000, 0.024, 0.009], [0.014, 0.024, -0.015], [0.013, 0.007, -0.042], [0.004, 0.006, -0.005], [0.003, 0.002, 0.003], [-0.008, -0.008, -0.009], [-0.002, -0.015, 0.010], [-0.015, -0.005, 0.012], [0.277, -0.394, 0.181], [-0.102, -0.122, 0.358], [-0.305, -0.336, -0.508], [0.165, 0.134, 0.252], [-0.023, 0.018, 0.009], [0.007, 0.025, -0.004], [-0.120, 0.109, -0.029], [0.041, -0.028, 0.019], [-0.096, -0.086, 0.056], [-0.028, 0.008, 0.002], [0.002, -0.004, 0.006], [-0.002, -0.031, -0.006], [-0.014, 0.075, -0.071], [0.232, 0.178, -0.147], [0.105, -0.195, -0.192], [0.016, -0.019, -0.023], [-0.004, -0.006, -0.011], [0.000, 0.000, 0.011], [-0.004, -0.018, -0.002], [0.013, 0.029, -0.012], [0.006, -0.001, 0.000], [0.000, -0.002, 0.001], [0.002, 0.006, -0.005], [0.030, 0.034, 0.003]],
  "nbo_charge": [1.70, -0.23, -0.11, 0.25, -0.73, 0.17, -0.17, -0.06, -0.18, -0.17, -0.15, -0.02, -0.24, 0.43, -0.24, -0.24, 0.42, -0.45, -0.02, -0.17, -0.19, -0.19, -0.06, -0.24, -0.11, 0.27, -0.70, 0.16, -0.19, -0.24, 0.27, 0.24, 0.25, 0.24, 0.23, 0.25, 0.26, 0.19, 0.26, 0.25, 0.23, 0.24, 0.27, 0.25, 0.22, 0.23, -1.13, 1.36, -1.13, -0.55, -0.18, -0.18, -0.14, -0.16, -0.30, 0.28, 0.26, 0.28, 0.29, 0.27, 0.26, 0.25, 0.26, 0.27, 0.26, 0.23, 0.76, -0.49, -0.22, -0.18, -0.14, -0.14, -0.17, -0.48, -0.19, -0.17, -0.15, -0.21, -0.15, -0.03, 0.15, 0.25, 0.26, 0.26, 0.24, 0.23, 0.25, 0.25, 0.23, 0.17]
}


(4)
{
  "formula": "C36H28BrN5O6SSn",
  "method": "the ωB97M-V functional and the def2-TZVPD basis",
  "charge": -2,
  "total_energy_ha": -5300.4723,
  "homo_energy_ev": -2.35,
  "homo_lumo_gap_ev": 6.23,
  "molar_mass_g_mol": 857.331,
  "species": ["Sn", "O", "C", "C", "C", "C", "C", "C", "C", "O", "N", "N", "C", "C", "C", "C", "C", "C", "N", "H", "H", "H", "H", "H", "H", "H", "H", "H", "H", "O", "C", "C", "C", "C", "C", "C", "C", "O", "N", "N", "C", "C", "Br", "C", "C", "C", "C", "C", "C", "C", "H", "H", "H", "H", "H", "H", "H", "H", "H", "H", "H", "H", "H", "H", "O", "C", "O", "C", "C", "C", "C", "C", "C", "S", "H", "H", "H", "H"],
  "coordinates": [[-1.208, 1.107, -0.897], [1.684, 6.295, -1.691], [1.820, 6.128, -0.367], [2.491, 7.112, 0.362], [2.707, 6.962, 1.719], [2.226, 5.842, 2.385], [1.517, 4.885, 1.678], [1.310, 5.002, 0.309], [0.567, 3.904, -0.390], [-0.075, 3.077, 0.294], [0.767, 3.884, -1.711], [0.195, 2.854, -2.353], [0.758, 2.427, -3.412], [0.303, 1.206, -4.044], [1.094, 0.587, -5.019], [0.701, -0.632, -5.533], [-0.482, -1.203, -5.080], [-1.205, -0.525, -4.110], [-0.827, 0.639, -3.602], [1.313, 5.418, -2.025], [2.852, 7.987, -0.165], [3.251, 7.727, 2.260], [2.404, 5.721, 3.446], [1.120, 4.007, 2.169], [1.682, 2.875, -3.777], [2.020, 1.054, -5.327], [1.306, -1.135, -6.277], [-0.824, -2.159, -5.451], [-2.116, -0.941, -3.694], [4.631, -0.363, -0.574], [4.598, -1.603, -0.908], [5.785, -2.329, -1.208], [5.757, -3.662, -1.554], [4.552, -4.359, -1.616], [3.374, -3.684, -1.328], [3.375, -2.342, -0.986], [2.076, -1.628, -0.708], [2.159, -0.262, -0.873], [1.635, -1.942, 0.667], [0.596, -1.303, 1.159], [0.373, -1.378, 2.416], [-0.728, -0.774, 3.126], [-1.592, 0.808, 2.412], [-1.158, -1.187, 4.333], [-0.933, -2.506, 4.913], [-1.035, -2.706, 6.295], [-0.934, -3.972, 6.845], [-0.728, -5.079, 6.034], [-0.629, -4.900, 4.661], [-0.737, -3.637, 4.109], [3.160, -0.044, -0.700], [6.727, -1.797, -1.136], [6.685, -4.182, -1.774], [4.534, -5.409, -1.879], [2.425, -4.211, -1.361], [1.280, -2.019, -1.360], [2.352, -2.275, 1.307], [1.069, -1.933, 3.055], [-1.809, -0.525, 4.889], [-1.208, -1.853, 6.940], [-1.023, -4.100, 7.917], [-0.670, -6.071, 6.461], [-0.483, -5.753, 4.011], [-0.733, -3.515, 3.035], [-4.839, 2.950, -2.248], [-4.329, 2.051, -1.581], [-3.162, 2.139, -1.046], [-5.159, 0.811, -1.309], [-6.538, 1.021, -1.334], [-7.453, 0.011, -1.109], [-6.981, -1.262, -0.808], [-5.623, -1.494, -0.777], [-4.677, -0.488, -1.054], [-3.018, -1.030, -1.151], [-6.873, 2.024, -1.560], [-8.516, 0.211, -1.175], [-7.680, -2.069, -0.613], [-5.244, -2.482, -0.550]],
  "forces_ev_per_a": [[-0.694, 0.007, -0.397], [-0.067, -0.100, -0.066], [0.006, -0.071, 0.168], [0.043, 0.045, -0.055], [-0.081, 0.033, -0.040], [-0.004, -0.004, 0.142], [0.059, 0.032, -0.024], [-0.025, 0.117, -0.052], [-0.029, -0.248, 0.164], [-0.248, 0.095, -0.201], [0.351, 0.686, -0.136], [-0.385, -0.640, 0.236], [0.311, 0.414, 0.222], [-0.163, -0.664, -0.343], [-0.076, 0.198, 0.133], [-0.192, -0.058, -0.032], [0.185, 0.102, -0.065], [-0.164, -0.242, -0.100], [0.103, 0.203, 0.223], [0.105, 0.100, -0.013], [0.027, -0.017, -0.054], [0.001, -0.002, 0.005], [-0.026, -0.021, -0.001], [-0.031, -0.024, -0.015], [-0.035, 0.092, 0.021], [0.017, 0.018, -0.007], [0.036, -0.006, 0.017], [-0.029, 0.006, 0.015], [0.004, 0.007, 0.040], [0.090, -0.014, 0.018], [0.089, 0.023, 0.126], [0.090, -0.052, -0.005], [-0.062, -0.010, 0.038], [-0.008, -0.332, -0.062], [0.080, 0.137, 0.032], [-0.033, -0.047, 0.030], [-0.424, 0.187, 0.035], [0.497, 0.458, -0.286], [0.230, -0.369, 0.155], [-0.288, 0.093, -0.228], [0.308, -0.114, 0.116], [-0.421, 0.451, 0.199], [0.493, -0.529, 0.343], [-0.190, 0.404, -0.360], [0.125, -0.451, 0.149], [0.021, 0.142, -0.144], [0.019, -0.104, 0.117], [-0.003, 0.014, -0.042], [0.035, -0.070, 0.055], [-0.092, 0.145, 0.008], [-0.580, -0.099, -0.129], [-0.011, 0.071, -0.036], [0.011, 0.027, 0.008], [0.000, -0.011, -0.011], [-0.028, -0.002, -0.051], [0.056, 0.100, 0.008], [-0.054, 0.105, -0.007], [-0.060, -0.002, 0.013], [-0.109, -0.052, -0.015], [-0.005, 0.041, 0.008], [-0.005, 0.019, 0.009], [0.041, -0.005, 0.031], [-0.023, -0.018, -0.015], [0.051, -0.053, -0.041], [0.125, -0.170, 0.130], [-0.163, 0.088, -0.352], [1.173, -0.153, 0.300], [-0.090, -0.100, 0.084], [-0.085, 0.070, -0.046], [-0.055, 0.047, 0.031], [-0.036, 0.022, -0.032], [-0.090, -0.009, 0.048], [-0.038, 0.038, -0.082], [0.370, 0.078, 0.054], [0.004, 0.006, -0.037], [-0.012, 0.008, 0.065], [0.049, -0.032, 0.017], [0.012, -0.038, -0.032]],
  "lowdin_charge": [1.19, 0.02, -0.29, -0.04, -0.12, -0.11, -0.03, -0.07, -0.45, -0.17, 0.01, -0.04, -0.10, -0.27, -0.03, -0.08, -0.06, -0.15, 0.05, 0.06, 0.10, 0.09, 0.09, 0.11, 0.12, 0.11, 0.10, 0.10, 0.05, -0.10, -0.40, -0.05, -0.15, -0.16, -0.08, -0.13, -0.37, -0.07, 0.01, 0.05, -0.23, -0.59, 0.75, -0.14, -0.22, -0.05, -0.11, -0.11, -0.09, -0.04, 0.05, 0.09, 0.08, 0.07, 0.10, 0.14, 0.14, 0.13, 0.09, 0.11, 0.09, 0.09, 0.10, 0.11, 0.01, -0.62, -0.26, -0.15, -0.06, -0.13, -0.13, -0.16, -0.63, 0.46, 0.10, 0.08, 0.09, 0.07]
}